Record 1
{
  "formula": "C4H10N2O",
  "method": "ωB97M-V/def2-TZVPD",
  "e_homo_ev": -8.61,
  "e_lumo_ev": 0.901,
  "smiles": "CNCC(=O)NC",
  "gap_ha": 0.3496,
  "e_above_lowest_kcal_mol": 37.90,
  "symbols": ["C", "N", "C", "C", "O", "N", "C", "H", "H", "H", "H", "H", "H", "H", "H", "H", "H"],
  "xyz": [[-0.58081, -2.25925, 1.05418], [-0.03188, -0.91680, 1.16324], [-0.82070, 0.09051, 0.46687], [-0.42180, 0.19814, -0.97183], [-0.99857, -0.46969, -1.81834], [0.67706, 0.93718, -1.33477], [1.12031, 2.12073, -0.66881], [-0.98262, -2.52477, 0.07148], [-1.33539, -2.35024, 1.83114], [0.17389, -3.02121, 1.23854], [0.93878, -0.81378, 0.96625], [-1.87181, -0.17545, 0.56603], [-0.86435, 1.02140, 1.05238], [1.07770, 0.71627, -2.23375], [2.15810, 2.00673, -0.29009], [1.24568, 3.02400, -1.27538], [0.51643, 2.41624, 0.18285]]
}

---

Record 2
{
  "formula": "C4H10N2O",
  "method": "ωB97M-V/def2-TZVPD",
  "e_homo_ev": -9.47,
  "e_lumo_ev": 0.870,
  "smiles": "CCC(=O)NCN",
  "gap_ha": 0.3799,
  "e_above_lowest_kcal_mol": 21.41,
  "symbols": ["C", "C", "C", "O", "N", "C", "N", "H", "H", "H", "H", "H", "H", "H", "H", "H", "H"],
  "xyz": [[0.18892, 0.88260, -1.87752], [1.21481, 0.87386, -0.74432], [1.34933, -0.39770, 0.05228], [2.40369, -1.00356, 0.04722], [0.29610, -0.83659, 0.81254], [-0.99181, -0.16502, 0.98100], [-1.99908, -1.03255, 1.53695], [0.07162, -0.10459, -2.32539], [0.48252, 1.61641, -2.63348], [-0.75021, 1.26852, -1.50140], [0.97483, 1.66117, -0.00743], [2.24385, 1.03310, -1.05903], [0.56283, -1.41604, 1.59332], [-1.33777, 0.14279, 0.00124], [-0.92927, 0.67676, 1.66588], [-1.72351, -1.31540, 2.46978], [-2.05686, -1.88375, 0.98839]]
}

---

Record 3
{
  "formula": "C4H10N2O",
  "method": "ωB97M-V/def2-TZVPD",
  "e_homo_ev": -8.75,
  "e_lumo_ev": 0.697,
  "smiles": "CNC(=O)N(C)C",
  "gap_ha": 0.3470,
  "e_above_lowest_kcal_mol": 77.91,
  "symbols": ["C", "N", "C", "O", "N", "C", "C", "H", "H", "H", "H", "H", "H", "H", "H", "H", "H"],
  "xyz": [[-1.32747, -2.15289, -1.03314], [-0.18636, -1.36218, -0.34276], [-0.45982, -0.39259, 0.58538], [-1.35447, -0.50409, 1.41448], [0.32686, 0.71455, 0.44031], [0.19433, 1.79415, 1.38493], [1.27961, 0.85391, -0.63988], [-0.76781, -2.72703, -0.20959], [-2.27553, -1.66237, -0.77395], [-1.19428, -2.01166, -2.13160], [0.71103, -1.48392, -0.77453], [1.13555, 1.95389, 1.92059], [-0.59239, 1.53104, 2.09242], [-0.08476, 2.71811, 0.86365], [0.88533, 0.44741, -1.57797], [1.46839, 1.91672, -0.79939], [2.24180, 0.36696, -0.41895]]
}

---

Record 4
{
  "formula": "C4H10N2O",
  "method": "ωB97M-V/def2-TZVPD",
  "e_homo_ev": -9.07,
  "e_lumo_ev": 0.929,
  "smiles": "CN[C@@H](C)C(N)=O",
  "gap_ha": 0.3675,
  "e_above_lowest_kcal_mol": 24.16,
  "symbols": ["C", "N", "C", "C", "C", "N", "O", "H", "H", "H", "H", "H", "H", "H", "H", "H", "H"],
  "xyz": [[1.11487, 0.73446, 1.39773], [0.89715, 0.74674, -0.05077], [-0.00663, -0.19398, -0.71293], [0.51244, -1.64773, -0.71317], [-1.44977, -0.08281, -0.19564], [-1.86931, 1.21561, -0.21732], [-2.13656, -1.04032, 0.07288], [0.20816, 0.47938, 1.95709], [1.30550, 1.74538, 1.75741], [1.91016, 0.04429, 1.68118], [1.80556, 0.48569, -0.41550], [-0.02466, 0.11675, -1.76189], [0.66103, -1.97980, 0.31179], [-0.26883, -2.24173, -1.17226], [1.40651, -1.63247, -1.32379], [-1.24013, 1.86504, -0.65320], [-2.82550, 1.38549, 0.03840]]
}